Density functional theory data (ωB97M-V/def2-TZVPD) for a 5-piece molecular cluster, CH12O4 overall.

Results
HOMO level ... -0.4129 hartree
Energy above the lowest of the compared OMol25 structures with the same formula, charge and spin ... 12.32 kcal/mol
LUMO ... 0.6 eV
HOMO-LUMO gap ... 11.88 eV

Structure (ORCA input):
```
! wB97M-V def2-TZVPD RIJCOSX def2/J DEFGRID3
* xyz 0 1
C -1.1215 -1.8108 0.1813
H -1.5652 -2.6448 -0.3544
H -1.9304 -1.2782 0.6753
H -0.6021 -0.9636 -0.2540
H -0.4974 -2.2792 0.9454
O 1.9992 0.5498 0.8854
H 2.1361 0.4305 -0.0746
H 2.7881 0.6797 1.4111
O -0.9180 1.6555 -1.1281
H -1.4648 1.4939 -1.8989
H -1.3397 1.3921 -0.3025
O 1.5323 0.0917 -1.7024
H 1.2463 -0.7843 -1.4176
H 0.7184 0.5860 -1.8503
O -0.6983 0.8286 1.5330
H 0.1229 0.7905 1.0119
H -0.4060 1.2626 2.3397
*
```